1.
94
Properties=species:S:1:pos:R:3:mulliken_spin:R:1 method="wB97M-V/def2-TZVPD" fmax_ev_per_a=0.1 multiplicity=5 total_charge=-1 e_lumo_ev="2.620 / 2.618" total_energy_ev=-105555.76438 homo_lumo_gap_ev="4.48 / 6.27" e_homo_ev="-1.86 / -3.65" s2=6.060 de_lowest_kcal_mol=0.0
Fe -0.206 0.036 -0.318 2.82
C 1.228 2.128 -2.301 0.01
P 1.709 0.473 -1.580 0.06
C 3.290 0.872 -0.737 -0.01
C 4.428 0.084 -0.897 0.00
C 5.593 0.365 -0.195 0.00
C 5.639 1.446 0.673 0.00
C 4.505 2.228 0.851 0.00
C 3.335 1.938 0.169 -0.01
C 2.289 -0.477 -3.029 -0.01
C 3.099 0.055 -4.032 0.00
C 3.500 -0.730 -5.100 0.00
C 3.101 -2.061 -5.174 0.00
C 2.298 -2.599 -4.182 0.01
C 1.889 -1.807 -3.116 0.01
C 0.583 2.870 -1.164 0.05
C 0.715 4.160 -0.679 0.02
C 0.118 4.163 0.615 0.01
C -0.343 2.875 0.831 0.02
C -0.933 2.164 2.015 0.02
P -0.181 0.469 2.018 0.15
C -1.137 -0.354 3.350 -0.04
C -0.709 -0.487 4.669 0.00
C -1.511 -1.123 5.607 0.00
C -2.750 -1.627 5.239 0.00
C -3.185 -1.500 3.926 0.00
C -2.380 -0.875 2.985 0.01
C 1.455 0.685 2.810 0.00
C 1.845 1.797 3.550 0.00
C 3.106 1.853 4.129 0.00
C 3.993 0.798 3.975 0.00
C 3.622 -0.309 3.224 0.01
C 2.368 -0.357 2.637 0.01
N -0.079 2.103 -0.256 -0.05
H 0.542 1.914 -3.127 0.00
H 2.091 2.668 -2.697 0.00
H 4.407 -0.758 -1.578 0.00
H 6.466 -0.261 -0.333 0.00
H 6.548 1.669 1.218 0.00
H 4.522 3.061 1.543 0.00
H 2.454 2.545 0.341 0.01
H 3.426 1.087 -3.967 0.00
H 4.129 -0.308 -5.876 0.00
H 3.420 -2.674 -6.009 0.00
H 1.983 -3.635 -4.224 -0.01
H 1.252 -2.221 -2.342 -0.01
H 1.220 4.983 -1.165 0.00
H 0.051 4.997 1.300 0.00
H -2.008 1.981 1.904 0.01
H -0.792 2.699 2.955 0.00
H 0.259 -0.100 4.961 0.00
H -1.165 -1.227 6.629 0.00
H -3.373 -2.125 5.972 0.00
H -4.146 -1.900 3.629 0.00
H -2.711 -0.785 1.956 0.03
H 1.170 2.634 3.670 0.00
H 3.397 2.730 4.696 0.00
H 4.979 0.847 4.420 0.00
H 4.319 -1.124 3.074 0.00
H 2.089 -1.205 2.021 0.02
C -5.545 1.552 0.094 0.00
C -4.288 1.303 -0.721 -0.01
C -3.441 2.567 -0.782 0.01
O -3.519 0.273 -0.069 0.01
B -2.866 -0.454 -1.070 -0.03
O -3.354 -0.108 -2.332 -0.02
C -4.532 0.685 -2.130 0.00
C -5.727 -0.265 -2.154 0.00
C -4.641 1.694 -3.258 0.00
H -5.267 1.974 1.061 0.00
H -6.095 0.630 0.270 0.00
H -6.197 2.265 -0.416 0.00
H -3.166 2.871 0.228 0.00
H -3.991 3.388 -1.246 0.00
H -2.513 2.400 -1.331 0.01
H -5.660 -0.988 -1.340 0.00
H -5.715 -0.812 -3.097 0.00
H -6.673 0.274 -2.072 0.00
H -3.726 2.274 -3.354 0.00
H -5.478 2.376 -3.089 0.00
H -4.812 1.166 -4.197 0.00
C -1.757 -1.430 -0.852 0.24
C -1.169 -2.536 -0.779 0.19
C -0.431 -3.693 -0.705 -0.02
C 0.051 -4.200 0.546 0.19
C 0.814 -5.341 0.596 -0.13
C 1.141 -6.056 -0.564 0.31
C 0.667 -5.584 -1.796 -0.13
C -0.095 -4.443 -1.881 0.21
H -0.193 -3.658 1.452 0.03
H 1.170 -5.693 1.558 -0.01
H 1.743 -6.953 -0.510 0.03
H 0.902 -6.129 -2.704 -0.01
H -0.458 -4.095 -2.840 0.01

2.
104
Properties=species:S:1:pos:R:3:mulliken_spin:R:1 method="wB97M-V/def2-TZVPD" fmax_ev_per_a=0.3 multiplicity=2 total_charge=+3 e_lumo_ev="-8.692 / -7.970" total_energy_ev=-161737.27740 homo_lumo_gap_ev="4.40 / 5.15" e_homo_ev="-13.09 / -13.12" s2=1.188 de_lowest_kcal_mol=80.1
Re -0.296 0.260 0.319 1.59
C 9.586 8.939 -3.310 0.00
O 9.722 7.547 -3.024 0.00
C 8.641 6.856 -2.661 0.00
C 7.347 7.381 -2.592 0.00
C 6.302 6.567 -2.202 0.00
C 6.517 5.229 -1.874 0.00
C 7.818 4.711 -1.958 0.00
C 8.865 5.508 -2.345 0.00
C 5.392 4.418 -1.460 0.01
N 4.121 4.731 -1.562 0.00
C 3.435 3.680 -1.029 0.00
C 4.322 2.679 -0.590 -0.10
N 5.554 3.168 -0.871 -0.04
C 3.887 1.449 -0.013 0.00
C 4.666 0.390 0.464 0.00
C 4.041 -0.715 1.007 0.00
C 2.652 -0.774 1.053 -0.01
N 1.875 0.202 0.583 -0.04
C 2.489 1.312 0.089 -0.01
C 1.610 2.351 -0.295 -0.16
N 0.303 2.075 -0.054 -0.22
C -0.657 3.183 -0.122 0.08
C -0.236 4.291 -1.040 -0.09
C 1.049 4.478 -1.360 0.04
C 2.046 3.535 -0.888 -0.06
H 10.592 9.298 -3.499 0.00
H 9.163 9.471 -2.456 0.00
H 8.968 9.092 -4.196 0.00
H 7.153 8.414 -2.841 0.00
H 5.301 6.972 -2.145 0.00
H 8.025 3.668 -1.747 0.00
H 9.871 5.120 -2.422 0.00
H 6.445 2.752 -0.657 0.00
H 5.747 0.432 0.429 0.00
H 4.617 -1.537 1.407 0.00
H 2.146 -1.625 1.489 0.01
H -0.692 3.602 0.898 -0.04
H -0.994 4.994 -1.361 0.00
H 1.377 5.317 -1.958 0.00
C -7.147 -1.822 2.908 0.00
O -6.046 -2.238 2.049 0.00
C -5.653 -1.382 1.140 0.00
S -6.181 0.101 0.783 0.00
S -4.395 -1.982 0.037 0.00
H -7.265 -2.627 3.625 0.00
H -8.042 -1.701 2.302 0.00
H -6.888 -0.884 3.395 0.00
C 0.011 -1.787 -3.780 0.00
N -0.730 -1.679 -2.521 0.01
C -1.774 -0.660 -2.529 0.08
C -0.340 -2.316 -1.409 -0.07
N -0.488 -1.727 -0.201 0.16
N 0.162 -3.559 -1.510 0.00
C -0.178 -4.463 -2.611 0.00
C 1.080 -4.131 -0.533 0.00
H 0.271 -0.780 -4.107 0.00
H -0.589 -2.258 -4.558 0.00
H 0.929 -2.348 -3.637 0.00
H -2.404 -0.826 -3.403 0.00
H -1.345 0.342 -2.600 -0.01
H -2.384 -0.730 -1.633 -0.04
H -0.412 -2.395 0.562 0.01
H -1.073 -4.115 -3.118 0.00
H -0.374 -5.447 -2.186 0.00
H 0.637 -4.557 -3.328 0.00
H 1.409 -3.380 0.178 0.00
H 1.959 -4.516 -1.052 0.00
H 0.612 -4.960 -0.001 0.00
Te -3.563 -4.125 0.683 0.00
C -5.184 -5.361 1.088 0.00
C -5.518 -6.245 0.066 0.00
C -6.557 -7.141 0.273 0.00
C -7.232 -7.148 1.484 0.00
C -6.877 -6.267 2.500 0.00
C -5.848 -5.362 2.310 0.00
C -2.679 -3.879 2.555 0.00
C -1.451 -4.518 2.696 0.00
C -0.800 -4.478 3.922 0.00
C -1.376 -3.804 4.988 0.00
C -2.605 -3.173 4.838 0.00
C -3.266 -3.202 3.620 0.00
H -4.991 -6.244 -0.881 0.00
H -6.832 -7.834 -0.510 0.00
H -8.038 -7.852 1.644 0.00
H -7.403 -6.292 3.445 0.00
H -5.560 -4.688 3.105 0.00
H -1.010 -5.075 1.877 0.00
H 0.145 -4.989 4.048 0.00
H -0.876 -3.783 5.947 0.00
H -3.056 -2.668 5.682 0.00
H -4.226 -2.718 3.508 0.00
Se -3.460 0.265 3.771 -0.01
N -4.082 1.853 3.199 0.01
C -3.568 2.093 2.035 -0.02
C -3.844 3.257 1.208 0.01
C -3.155 3.422 0.081 -0.01
C -2.036 2.520 -0.357 -0.03
N -1.938 1.227 0.365 -0.01
C -2.662 1.080 1.542 -0.01
N -2.466 0.023 2.269 -0.02
H -4.617 3.947 1.518 0.00
H -3.362 4.266 -0.565 0.00
H -2.142 2.299 -1.422 0.00

3.
105
Properties=species:S:1:pos:R:3:lowdin_charge:R:1 method="wB97M-V/def2-TZVPD" fmax_ev_per_a=1.4 e_lumo_ev=-1.351 total_energy_ev=-96890.57558 homo_lumo_gap_ev=4.71 e_homo_ev=-6.06 de_lowest_kcal_mol=26.4
Na -0.061 -0.082 -0.155 0.15
C 3.890 -1.920 0.113 -0.25
P 2.467 -1.026 0.861 1.05
C 3.468 0.067 1.930 -0.42
N 4.581 -0.417 2.422 0.12
C 5.309 0.373 3.237 -0.20
C 6.518 -0.099 3.781 0.00
C 7.264 0.728 4.580 -0.07
C 6.829 2.030 4.874 -0.07
C 5.644 2.508 4.377 -0.01
C 4.862 1.691 3.541 -0.19
N 3.709 2.163 3.018 0.13
C 3.027 1.378 2.222 -0.41
P 1.470 1.912 1.421 1.03
C 2.258 2.440 -0.161 -0.24
C 1.116 3.569 2.257 -0.71
C 2.194 4.635 2.076 -0.09
C -0.201 4.046 1.647 -0.11
C 0.915 3.267 3.744 -0.10
C 1.883 -2.246 2.184 -0.70
C 1.115 -1.440 3.231 -0.09
C 0.933 -3.212 1.482 -0.09
C 3.017 -3.025 2.846 -0.08
H 4.677 -2.040 0.858 0.03
H 4.266 -1.313 -0.712 0.05
H 3.563 -2.880 -0.276 0.02
H 6.834 -1.104 3.545 0.12
H 8.201 0.380 4.988 0.11
H 7.442 2.661 5.500 0.11
H 5.293 3.505 4.595 0.12
H 1.519 2.979 -0.752 0.03
H 2.570 1.547 -0.705 0.03
H 3.129 3.070 0.027 0.05
H 2.287 4.939 1.037 0.07
H 3.151 4.263 2.430 0.06
H 1.928 5.517 2.656 0.09
H -0.106 4.197 0.572 0.07
H -0.512 4.989 2.089 0.09
H -0.984 3.308 1.820 0.06
H 1.861 2.989 4.203 0.06
H 0.210 2.446 3.881 0.07
H 0.525 4.142 4.261 0.09
H 0.354 -0.817 2.754 0.05
H 1.784 -0.786 3.788 0.08
H 0.628 -2.108 3.941 0.09
H 0.114 -2.681 0.996 0.05
H 0.515 -3.916 2.200 0.10
H 1.461 -3.782 0.722 0.06
H 3.749 -2.353 3.290 0.06
H 3.521 -3.670 2.132 0.08
H 2.612 -3.657 3.635 0.09
F -2.626 -1.534 -7.253 0.10
C -3.337 -1.094 -6.197 -0.15
C -4.710 -1.091 -6.258 -0.14
F -5.289 -1.508 -7.398 0.10
C -5.528 -0.654 -5.177 -0.06
C -4.806 -0.340 -3.995 -0.14
C -3.436 -0.351 -3.943 -0.15
F -2.805 -0.027 -2.777 0.06
C -2.649 -0.669 -5.051 -0.07
C -1.188 -0.583 -4.996 -0.15
C -0.529 -0.868 -3.894 0.02
N 0.058 -1.131 -2.866 0.18
C -0.489 -0.122 -6.136 -0.18
N 0.069 0.295 -7.046 0.18
F -5.465 -0.031 -2.850 0.06
C -6.922 -0.542 -5.282 -0.23
C -7.706 0.081 -4.308 -0.26
N -8.372 0.632 -3.546 0.12
C -7.643 -0.961 -6.405 -0.26
N -8.295 -1.297 -7.292 0.13
C -2.982 -1.441 2.636 -0.02
N -3.662 -1.271 1.374 -0.18
C -5.102 -1.252 1.417 -0.03
C -2.974 -1.158 0.247 -0.30
O -1.751 -1.160 0.174 -0.08
H -3.385 -2.306 3.163 0.10
H -3.114 -0.556 3.262 0.10
H -1.920 -1.593 2.447 0.07
H -5.486 -2.238 1.692 0.10
H -5.508 -0.966 0.449 0.10
H -5.439 -0.530 2.165 0.10
H -3.609 -1.058 -0.641 0.15
F 1.678 -6.094 -1.192 0.06
C 1.293 -4.878 -1.632 -0.29
C -0.052 -4.552 -1.564 0.00
C -0.465 -3.307 -1.989 0.00
C 0.479 -2.396 -2.456 -0.27
C 1.824 -2.738 -2.521 -0.02
C 2.238 -3.996 -2.123 -0.02
H -0.747 -5.278 -1.176 0.13
H -1.510 -3.033 -1.964 0.12
H 2.539 -2.039 -2.927 0.12
H 3.274 -4.284 -2.209 0.13
C -3.209 3.820 -1.492 -0.04
C -2.099 3.549 -2.276 -0.04
C -1.225 2.556 -1.864 -0.15
N -1.379 1.858 -0.748 0.04
C -2.448 2.123 -0.010 -0.17
C -3.388 3.087 -0.331 -0.04
H -3.923 4.576 -1.780 0.11
H -1.915 4.089 -3.191 0.11
H -0.363 2.302 -2.467 0.11
H -2.560 1.529 0.885 0.10
H -4.237 3.263 0.311 0.11

4.
99
Properties=species:S:1:pos:R:3:lowdin_charge:R:1 method="wB97M-V/def2-TZVPD" fmax_ev_per_a=4.8 total_charge=-1 e_lumo_ev=1.962 total_energy_ev=-123320.36137 homo_lumo_gap_ev=5.54 e_homo_ev=-3.57
N -1.593 3.686 -2.502 -0.15
C -0.810 2.718 -1.631 -0.42
Ga 0.337 3.736 -0.184 0.31
C -0.985 3.993 1.439 -0.32
O -0.286 4.054 2.735 -0.32
O 0.187 2.860 3.039 -0.15
H -0.968 4.417 -2.931 0.06
H -2.396 4.123 -1.980 0.05
H -1.547 2.019 -1.004 0.05
H -0.067 2.056 -2.266 0.03
H 0.770 5.202 -0.729 -0.12
H 1.654 2.916 0.214 -0.12
H -1.800 3.134 1.429 0.05
H -1.585 4.995 1.216 0.06
H -0.535 2.305 3.466 0.12
F 2.307 -2.324 2.459 0.06
C 2.668 -1.418 3.378 -0.29
C 3.441 -1.816 4.463 -0.04
C 3.821 -0.873 5.418 -0.10
C 3.415 0.457 5.282 -0.10
C 2.635 0.845 4.191 -0.07
C 2.264 -0.096 3.231 0.00
H 3.741 -2.855 4.557 0.11
H 4.432 -1.172 6.266 0.09
H 3.708 1.192 6.029 0.10
H 2.316 1.880 4.090 0.10
H 1.665 0.190 2.373 0.12
F -0.158 2.432 -4.954 0.06
C -1.252 2.197 -5.690 -0.28
C -1.115 1.878 -7.037 -0.03
C -2.253 1.628 -7.803 -0.09
C -3.518 1.712 -7.216 -0.11
C -3.646 2.038 -5.865 -0.09
C -2.507 2.277 -5.097 0.00
H -0.125 1.826 -7.477 0.10
H -2.156 1.370 -8.855 0.10
H -4.406 1.521 -7.816 0.09
H -4.632 2.106 -5.412 0.08
H -2.588 2.523 -4.043 0.08
F 2.284 -1.444 -9.441 0.06
C 1.761 -1.762 -8.249 -0.29
C 1.439 -3.086 -7.975 -0.03
C 0.899 -3.418 -6.732 -0.09
C 0.677 -2.419 -5.781 -0.09
C 0.999 -1.092 -6.068 -0.07
C 1.549 -0.762 -7.306 -0.02
H 1.611 -3.847 -8.729 0.11
H 0.651 -4.452 -6.505 0.10
H 0.252 -2.678 -4.814 0.10
H 0.822 -0.316 -5.327 0.11
H 1.814 0.263 -7.542 0.11
F -5.081 -0.399 -4.922 0.07
C -6.175 -0.634 -5.659 -0.29
C -6.037 -0.953 -7.006 -0.02
C -7.176 -1.203 -7.772 -0.09
C -8.441 -1.119 -7.185 -0.11
C -8.569 -0.793 -5.834 -0.09
C -7.430 -0.555 -5.066 -0.02
H -5.047 -1.005 -7.446 0.11
H -7.079 -1.461 -8.824 0.10
H -9.329 -1.310 -7.784 0.10
H -9.555 -0.725 -5.381 0.10
H -7.510 -0.309 -4.012 0.12
F 7.747 -0.497 6.509 0.07
C 7.913 -1.792 6.812 -0.29
C 7.332 -2.763 6.004 -0.01
C 7.510 -4.111 6.315 -0.07
C 8.258 -4.473 7.438 -0.11
C 8.833 -3.490 8.246 -0.11
C 8.665 -2.143 7.928 -0.03
H 6.748 -2.463 5.141 0.11
H 7.067 -4.879 5.686 0.11
H 8.393 -5.524 7.683 0.10
H 9.412 -3.774 9.122 0.11
H 9.112 -1.366 8.539 0.12
F -4.856 4.494 -1.225 0.07
C -5.950 4.260 -1.962 -0.28
C -5.813 3.940 -3.308 -0.01
C -6.951 3.691 -4.075 -0.09
C -8.216 3.774 -3.488 -0.11
C -8.344 4.100 -2.137 -0.09
C -7.205 4.339 -1.368 -0.02
H -4.823 3.888 -3.749 0.11
H -6.854 3.433 -5.126 0.10
H -9.104 3.584 -4.087 0.10
H -9.330 4.169 -1.683 0.10
H -7.286 4.585 -0.315 0.11
F 6.747 -5.337 9.613 0.06
C 5.962 -4.560 10.371 -0.28
C 6.346 -3.249 10.632 -0.01
C 5.526 -2.437 11.416 -0.08
C 4.337 -2.949 11.940 -0.10
C 3.963 -4.268 11.676 -0.09
C 4.777 -5.076 10.883 -0.02
H 7.277 -2.871 10.223 0.09
H 5.813 -1.408 11.620 0.11
H 3.700 -2.317 12.555 0.10
H 3.039 -4.665 12.088 0.10
H 4.497 -6.100 10.660 0.11